# 1
{
  "formula": "C18H39F2FeNO11PS2",
  "method": "ωB97M-V/def2-TZVPD",
  "elements": ["Fe", "O", "H", "C", "C", "C", "C", "P", "C", "C", "C", "C", "C", "C", "C", "C", "C", "C", "C", "C", "H", "H", "H", "H", "H", "H", "H", "H", "H", "H", "H", "H", "H", "H", "H", "H", "H", "H", "H", "H", "H", "H", "H", "H", "H", "H", "H", "H", "H", "H", "H", "H", "H", "H", "H", "H", "O", "C", "O", "O", "H", "O", "C", "O", "O", "H", "N", "S", "O", "O", "F", "S", "O", "O", "F"],
  "positions_angstrom": [[2.070, -3.569, 2.890], [0.237, -3.423, 2.549], [-0.635, -3.319, 2.977], [-2.734, -1.215, 1.107], [-3.246, -0.786, -0.276], [-2.684, 0.665, -0.656], [-1.164, 0.803, -0.558], [-0.484, 2.279, -1.337], [1.195, 2.597, -0.736], [1.388, 2.621, 0.739], [2.884, 2.919, 1.216], [2.951, 3.227, 2.730], [-0.364, 2.081, -3.165], [-1.454, 1.354, -3.930], [-1.413, -0.206, -3.964], [-0.136, -0.762, -4.523], [-1.465, 3.806, -0.924], [-2.468, 4.311, -2.005], [-3.593, 5.289, -1.631], [-4.520, 4.647, -0.549], [-3.283, -2.091, 1.455], [-2.909, -0.564, 1.963], [-1.686, -1.460, 0.933], [-4.321, -0.963, -0.237], [-2.885, -1.487, -1.028], [-3.195, 1.393, -0.026], [-3.064, 0.904, -1.649], [-0.561, -0.021, -0.939], [-0.972, 0.981, 0.500], [1.526, 3.544, -1.161], [1.801, 1.792, -1.151], [1.151, 1.651, 1.176], [0.734, 3.352, 1.216], [3.179, 3.825, 0.688], [3.634, 2.177, 0.940], [3.956, 3.383, 3.122], [2.506, 2.396, 3.277], [2.397, 4.103, 3.067], [0.621, 1.618, -3.223], [-0.195, 3.056, -3.623], [-1.241, 1.667, -4.952], [-2.494, 1.605, -3.717], [-2.155, -0.597, -4.661], [-1.719, -0.559, -2.979], [-0.185, -1.831, -4.731], [0.678, -0.710, -3.799], [0.116, -0.259, -5.456], [-0.725, 4.554, -0.638], [-1.848, 3.658, 0.086], [-2.963, 3.493, -2.528], [-1.957, 4.784, -2.844], [-4.355, 5.642, -2.326], [-3.021, 6.143, -1.269], [-4.736, 5.181, 0.376], [-3.995, 3.801, -0.106], [-5.493, 4.239, -0.822], [3.355, -3.266, -0.952], [2.651, -2.336, -0.325], [2.208, -1.278, -0.857], [2.550, -2.585, 0.922], [3.366, -3.440, -0.008], [2.386, -4.772, 6.849], [1.461, -4.889, 5.971], [0.601, -5.684, 6.351], [1.600, -4.416, 4.827], [1.725, -5.266, 7.340], [2.924, -5.045, 2.150], [4.583, -5.539, 1.757], [4.943, -6.122, 0.495], [5.401, -6.003, 2.896], [5.191, -4.034, 1.447], [2.473, -6.480, 1.654], [2.708, -7.539, 2.546], [2.288, -6.772, 0.237], [0.880, -6.252, 1.812]],
  "mulliken_charge": [0.4006, -0.4219, 0.2009, -1.2497, -0.5580, -0.5591, -1.1520, 0.9410, -0.9960, -0.7260, -0.5062, -1.3095, -1.3446, -0.6814, 0.0357, -1.3160, -1.2905, -0.7779, -0.6692, -0.7819, 0.3952, 0.3102, 0.3321, 0.4749, 0.2219, 0.4374, 0.1684, 0.6024, 0.7497, 0.5696, 0.4479, 0.3542, 0.3440, 0.3550, 0.3987, 0.3929, 0.3217, 0.3305, 0.7921, 0.6624, 0.5800, 0.0985, 0.4227, -0.2197, 0.4095, 0.2664, 0.3019, 0.7661, 0.7056, 0.2208, 0.3990, 0.3459, 0.3656, 0.3166, -0.0297, 0.3355, -0.4692, 0.5603, -0.8162, -0.3757, 0.3856, -0.4717, 0.6884, -0.7150, -0.3959, 0.3603, 0.5592, 0.8235, -0.5655, -0.6611, -0.3244, 0.8571, -0.6083, -0.6505, -0.3651],
  "mol_weight_g_mol": 634.46,
  "e_tot_ha": -4192.57799,
  "homo_ha": [-0.053, -0.205],
  "gap_ev": [2.367, 6.511],
  "lumo_energy_ev": [0.924, 0.924],
  "multiplicity": 7,
  "max_force_ha_per_bohr": 0.1257,
  "total_charge": -1
}


# 2
{
  "formula": "C18H39F2N2O14P2S2",
  "method": "ωB97M-V/def2-TZVPD",
  "elements": ["C", "C", "C", "C", "S", "O", "O", "N", "S", "O", "O", "N", "C", "O", "F", "C", "O", "F", "H", "H", "H", "H", "H", "H", "H", "H", "H", "O", "P", "O", "C", "C", "O", "C", "C", "O", "C", "C", "H", "H", "H", "H", "H", "H", "H", "H", "H", "H", "H", "H", "H", "H", "H", "O", "P", "O", "C", "C", "O", "C", "C", "O", "C", "C", "H", "H", "H", "H", "H", "H", "H", "H", "H", "H", "H", "H", "H", "H", "H"],
  "positions_angstrom": [[-6.579, -2.264, -0.080], [-5.172, -2.215, -0.716], [-4.679, -0.752, -0.773], [-4.465, -0.225, -2.193], [-3.775, 1.433, -2.118], [-3.411, 1.794, -3.463], [-4.822, 2.242, -1.545], [-2.571, 1.382, -1.047], [-1.136, 1.478, -1.681], [-0.817, 0.383, -2.552], [-0.804, 2.781, -2.169], [-0.109, 1.234, -0.243], [-0.145, 2.446, 0.504], [-1.022, 2.757, 1.219], [0.911, 3.260, 0.356], [1.238, 0.985, -0.648], [1.808, 1.438, -1.569], [1.880, 0.132, 0.163], [-7.320, -1.948, -0.814], [-6.812, -3.248, 0.332], [-6.566, -1.586, 0.774], [-5.136, -2.728, -1.677], [-4.526, -2.765, -0.027], [-5.403, -0.094, -0.291], [-3.749, -0.653, -0.214], [-5.432, -0.120, -2.689], [-3.842, -0.872, -2.811], [-3.057, -5.691, -1.756], [-1.779, -6.184, -2.310], [-2.125, -7.497, -3.201], [-2.871, -7.330, -4.408], [-2.022, -6.763, -5.533], [-1.103, -6.938, -1.026], [-1.553, -6.676, 0.302], [-2.509, -7.755, 0.767], [-0.316, -5.908, -2.970], [0.226, -4.564, -2.873], [0.564, -4.183, -1.445], [-3.743, -6.695, -4.223], [-3.235, -8.319, -4.685], [-1.725, -5.734, -5.320], [-2.579, -6.767, -6.471], [-1.110, -7.346, -5.657], [-2.008, -5.688, 0.375], [-0.667, -6.669, 0.941], [-3.339, -7.870, 0.070], [-2.909, -7.519, 1.755], [-1.998, -8.717, 0.819], [-0.481, -3.853, -3.305], [1.124, -4.549, -3.488], [-0.340, -4.085, -0.839], [1.088, -3.228, -1.422], [1.188, -4.945, -0.980], [3.422, 5.041, 4.042], [4.431, 5.989, 3.521], [4.177, 7.398, 4.288], [4.442, 7.477, 5.687], [5.930, 7.558, 5.986], [3.852, 6.361, 2.049], [2.874, 5.537, 1.396], [1.483, 6.106, 1.560], [5.957, 6.344, 3.043], [6.841, 5.243, 2.737], [6.405, 4.486, 1.496], [3.989, 6.623, 6.200], [3.946, 8.378, 6.045], [6.434, 6.625, 5.723], [6.097, 7.746, 7.048], [6.395, 8.354, 5.405], [2.925, 4.511, 1.758], [3.139, 5.516, 0.337], [1.239, 6.262, 2.612], [0.743, 5.441, 1.123], [1.410, 7.079, 1.070], [6.902, 4.572, 3.597], [7.830, 5.674, 2.585], [5.465, 3.956, 1.666], [7.160, 3.751, 1.215], [6.246, 5.170, 0.663]],
  "mulliken_charge": [-1.3558, -0.1669, -0.5301, -0.7734, 1.2230, -0.6487, -0.7216, -0.2913, 0.9627, -0.6559, -0.6241, 0.0535, 0.3997, -0.4582, -0.1367, 0.5116, -0.3646, -0.2651, 0.3051, 0.3743, 0.3742, 0.3275, 0.1524, 0.2522, 0.3438, 0.3404, 0.3812, -0.7418, 1.2042, -0.3917, -0.3161, -0.9237, -0.3900, -0.1680, -1.2230, -0.3471, -0.3045, -0.9976, 0.2737, 0.3160, 0.2161, 0.3988, 0.2457, 0.2437, 0.3559, 0.2986, 0.3692, 0.3033, 0.3323, 0.3370, 0.2371, 0.4051, 0.2620, -0.7670, 1.0731, -0.3239, -0.3421, -0.9238, -0.3503, -0.2245, -1.1747, -0.2939, -0.3003, -1.0437, 0.2912, 0.3211, 0.2122, 0.3994, 0.2438, 0.3455, 0.3673, 0.2664, 0.3250, 0.2944, 0.3090, 0.3419, 0.2732, 0.4242, 0.2522],
  "mol_weight_g_mol": 671.59,
  "e_tot_ha": -3551.12654,
  "homo_ha": -0.235,
  "gap_ev": 8.291,
  "lumo_energy_ev": 1.904,
  "multiplicity": 1,
  "max_force_ha_per_bohr": 0.1259,
  "total_charge": -1
}